(1)
55
Properties=species:S:1:pos:R:3:forces:R:3 method="wB97M-V/def2-TZVPD" e_lumo_ha=0.0221 relative_energy_kcal_mol=89.9 smiles="COCCCn1c(SCC(=O)Nc2ccc3c(c2)OCCO3)nnc1-c1ccoc1C"
C -3.12738 -3.16311 -3.92932 0.0187 0.0000 -0.0254
O -4.22455 -2.64868 -3.20911 -0.1191 0.1494 -0.0893
C -4.15380 -2.83031 -1.81785 0.1043 -0.0359 0.3185
C -3.10298 -1.95422 -1.12617 -0.3438 0.0282 -0.3924
H -2.10322 -2.24291 -1.45626 0.0601 -0.0150 0.0927
H -3.16027 -2.11585 -0.04825 0.0552 -0.0135 0.0323
C -3.33052 -0.47883 -1.46178 -0.3024 -0.5733 -0.1419
N -2.30170 0.35252 -0.90172 0.7009 0.5489 0.1944
C -1.07699 0.56977 -1.45876 0.0710 0.1404 0.0338
N -0.37158 1.38456 -0.71512 0.0947 -0.2885 -0.8201
N -1.11870 1.71228 0.34784 -0.4972 0.1741 0.8778
C -2.27177 1.09789 0.25419 0.4093 0.0791 -0.1838
C -3.33056 1.22815 1.22051 -0.4042 0.5771 0.6491
C -3.47127 2.28502 2.09443 0.6258 -0.2813 -0.8786
O -4.55813 2.10026 2.86134 0.0117 0.2934 0.2798
C -5.11698 0.92899 2.50792 -0.0839 -0.7313 -0.4831
C -4.41432 0.34326 1.50674 -0.3051 0.2002 0.4413
H -4.62698 -0.60622 1.06202 -0.1018 -0.2134 -0.0651
H -5.99902 0.62473 3.03475 -0.1064 0.0436 0.1301
C -2.65375 3.50577 2.28631 -0.2547 -0.0189 0.1281
H -3.28164 4.39399 2.23696 -0.0301 0.0825 0.0071
H -2.17510 3.48507 3.26437 0.0886 0.0324 0.0616
H -1.88306 3.53991 1.52275 -0.0186 0.0481 0.0535
S -0.57871 -0.15539 -2.95637 0.0508 -0.1423 -0.3171
C 0.96700 0.75965 -3.26696 -0.1607 -0.1577 0.1023
C 2.16268 0.13098 -2.54739 -0.3185 0.3025 -0.0221
O 2.96847 -0.54419 -3.15087 0.1906 -0.1938 -0.2072
N 2.18142 0.42903 -1.23156 -0.1367 0.2572 0.1825
C 3.08428 -0.00107 -0.25535 0.2938 -0.2198 0.2079
C 2.80245 0.34869 1.06123 0.1698 -0.0817 0.0418
C 3.64967 -0.03692 2.08809 0.0702 -0.1231 -0.0635
C 4.80858 -0.76244 1.79557 -0.0141 0.0746 -0.0439
C 5.07093 -1.12332 0.48074 -0.1200 0.1289 0.4073
C 4.21947 -0.75548 -0.54113 0.0256 -0.0346 -0.1720
H 4.43115 -1.04167 -1.55692 0.0024 -0.0006 -0.0258
H 5.96181 -1.69547 0.27818 0.1293 -0.0669 -0.0305
O 5.70540 -1.13010 2.77144 -0.0623 -0.1791 -0.2753
C 5.52237 -0.43140 3.98079 -0.3350 0.2388 0.3445
C 4.03976 -0.39843 4.34998 0.4866 -0.2655 0.1768
H 3.87683 0.12075 5.29567 0.0453 -0.0808 -0.0509
O 3.31046 0.30896 3.37317 -0.0889 0.1728 -0.3762
H 3.66531 -1.42905 4.42522 0.0145 0.1150 0.0177
H 6.10810 -0.95766 4.73605 -0.0661 0.0866 -0.0160
H 5.89043 0.59929 3.87954 -0.0042 -0.1042 0.0252
H 1.91928 0.91841 1.30627 -0.1519 0.0791 0.0530
H 1.39053 0.97792 -0.87230 0.1721 -0.1116 -0.2672
H 0.79954 1.79106 -2.96144 0.0326 0.0354 -0.0708
H 1.12430 0.69152 -4.34292 0.0383 0.0131 0.1236
H -4.29870 -0.13708 -1.09121 0.0760 0.0248 -0.1281
H -3.31148 -0.35794 -2.54960 -0.1121 0.0812 0.1452
H -5.15100 -2.56999 -1.45100 0.0627 -0.0842 0.0635
H -3.95460 -3.88603 -1.57895 -0.0837 0.0836 -0.0151
H -3.40067 -3.10029 -4.98060 0.0947 -0.0382 -0.0090
H -2.93921 -4.21000 -3.66446 0.0171 0.0093 -0.0104
H -2.21463 -2.58148 -3.76285 0.0087 -0.0449 -0.0102

(2)
54
Properties=species:S:1:pos:R:3:forces:R:3 method="wB97M-V/def2-TZVPD" total_charge=+2 e_lumo_ha="-0.2569 / -0.2564" relative_energy_kcal_mol=13.8
W 0.88075 -1.10913 0.44591 0.2465 0.3650 0.1613
O 2.61003 -0.41675 0.21603 -0.0266 -0.0857 -0.3180
C 3.64525 -0.85124 -0.56234 -0.0367 0.0130 0.0944
C 4.43526 0.05204 -1.24309 0.0016 0.2298 0.0093
C 5.50095 -0.41672 -1.99043 0.0704 -0.1904 -0.0342
C 5.80230 -1.78268 -2.04668 -0.0765 0.1096 0.0454
C 5.02924 -2.67573 -1.34113 0.0590 -0.0210 -0.0494
C 3.92124 -2.22562 -0.60597 -0.1387 -0.0920 0.1114
C 3.17563 -3.13411 0.21024 0.0176 -0.0492 0.0067
N 2.01380 -2.88579 0.73142 0.0923 -0.1408 0.0103
C 1.52651 -3.77556 1.80505 -0.0496 -0.0123 -0.0252
C 1.06282 -2.83756 2.90997 0.0217 0.0590 -0.0311
N 0.16084 -1.88990 2.21840 -0.0153 0.0040 0.1412
C -1.09599 -1.88082 2.53153 -0.1368 -0.0018 0.0390
C -2.14029 -1.34452 1.70061 0.1476 -0.0556 0.1106
C -3.40880 -1.08515 2.24609 -0.0699 0.0138 0.0689
C -4.44094 -0.65707 1.44533 0.0303 0.0055 -0.1072
C -4.23761 -0.52592 0.06602 -0.0229 -0.0099 0.1443
C -3.01246 -0.81889 -0.50280 0.0414 0.0226 -0.1858
C -1.96744 -1.21922 0.31242 0.0799 -0.0148 -0.0439
O -0.76733 -1.56269 -0.26327 -0.2661 -0.0959 -0.1784
H 4.21227 1.10830 -1.17666 0.0196 -0.0102 -0.0135
H 6.11925 0.28684 -2.53169 -0.0094 0.0089 0.0040
H 6.64379 -2.13174 -2.62755 -0.0002 0.0179 -0.0035
H 5.25928 -3.73411 -1.35727 -0.0019 0.0090 0.0035
H 3.65180 -4.08191 0.45673 0.0031 -0.0029 -0.0017
H 2.30805 -4.44892 2.15247 0.0304 0.0062 -0.0140
H 0.68476 -4.36717 1.44019 -0.0011 0.0021 -0.0233
H 1.90977 -2.29552 3.33054 -0.0027 0.0270 0.0184
H 0.53873 -3.36268 3.70583 -0.0226 0.0010 0.0154
H -1.39245 -2.37574 3.45415 -0.0001 -0.0050 0.0014
H -3.56382 -1.21912 3.30994 0.0134 0.0002 -0.0120
H -5.40905 -0.44573 1.87667 -0.0042 0.0040 -0.0216
H -5.05536 -0.21300 -0.56970 -0.0001 -0.0032 0.0013
H -2.85067 -0.76113 -1.57149 -0.0266 0.0015 0.0118
C -2.78770 3.34324 -2.48298 0.0013 0.0771 0.0084
C -2.39838 4.13440 -1.23676 -0.0061 -0.1056 -0.0055
C -3.13019 3.62749 0.00237 -0.0008 0.0331 0.0137
C -0.87960 4.16806 -1.03771 -0.1933 0.1076 -0.1358
N -0.31870 2.82453 -0.82637 0.0807 -0.0339 0.1484
C -0.23974 2.11608 0.29638 -0.1527 0.1763 -0.0583
N 0.25858 0.94542 -0.02045 0.2878 -0.4762 -0.1232
N 0.49275 0.95783 -1.35893 -0.1359 0.1567 0.1522
N 0.14586 2.07727 -1.84480 -0.0372 0.0974 0.0416
H -3.85723 3.43736 -2.66834 0.0066 -0.0107 0.0130
H -2.56538 2.27866 -2.36811 0.0040 0.0043 0.0016
H -2.26328 3.70557 -3.36788 -0.0057 -0.0288 -0.0025
H -2.67389 5.18107 -1.38908 0.0236 0.0148 -0.0099
H -2.94653 2.56040 0.17082 -0.0014 0.0068 -0.0025
H -4.20574 3.74490 -0.12637 0.0060 -0.0152 0.0025
H -2.84822 4.18199 0.90096 0.0014 -0.0205 -0.0117
H -0.61013 4.77407 -0.17438 0.0637 -0.0520 0.0377
H -0.38444 4.57136 -1.91803 0.0777 -0.0488 0.0071
H -0.53815 2.45497 1.27417 0.0138 0.0085 -0.0124

(3)
58
Properties=species:S:1:pos:R:3:forces:R:3 method="wB97M-V/def2-TZVPD" e_lumo_ha=0.0118 smiles="Cn1c(SCC(=O)N2CCN(C(=O)c3ccco3)CC2)nnc1-c1ccc(NS(C)(=O)=O)cc1"
C -2.00381 -2.97321 -1.70475 -0.1633 -0.2534 -0.3752
N -1.60753 -2.42892 -0.43809 0.3647 0.3173 0.7051
C -0.38305 -2.57315 0.14301 0.0020 0.0801 0.1999
N -0.31139 -1.88296 1.25263 0.7184 -0.6083 -0.3276
N -1.48807 -1.27112 1.42098 -1.1514 0.5113 0.1937
C -2.27639 -1.58863 0.42600 0.4622 -0.1383 0.1371
C -3.63280 -1.09593 0.28662 -0.4191 0.1612 -0.0939
C -3.93940 0.15253 0.83345 0.0337 -0.1943 -0.2101
C -5.21141 0.67410 0.74259 0.0093 -0.0987 0.0320
C -6.21833 -0.04841 0.10160 0.8016 -0.0774 0.1630
C -5.92524 -1.30913 -0.41614 -0.2435 0.1617 0.0008
C -4.65018 -1.82948 -0.31996 0.1024 0.1708 0.1479
H -4.46552 -2.82486 -0.69222 0.0214 -0.0881 -0.0542
H -6.70899 -1.88730 -0.88380 -0.0840 -0.0706 -0.0657
N -7.49603 0.47067 -0.01117 -0.6876 0.6012 0.0789
S -7.94609 2.06814 0.17728 0.0618 -0.1060 -0.6549
O -9.34413 2.08148 -0.11889 -0.0559 -0.0997 -0.2251
O -7.49214 2.56857 1.43410 0.3155 -0.0424 -0.0117
C -7.04756 2.90602 -1.14958 -0.4385 -0.3849 0.6763
H -5.99613 2.66853 -1.05578 0.2054 -0.0411 0.0194
H -7.45101 2.56368 -2.09279 -0.0685 -0.1033 -0.1365
H -7.20912 3.96925 -1.02901 -0.0515 0.1705 0.0932
H -8.19056 -0.09377 -0.47060 -0.1902 0.0795 -0.0573
H -5.44948 1.62401 1.19175 0.0981 0.0713 0.0841
H -3.15691 0.69833 1.33559 0.0662 0.0865 0.0485
S 0.88933 -3.53724 -0.54640 0.2021 -0.1800 -0.1182
C 2.08534 -3.49040 0.83493 -0.1572 -0.2195 -0.1401
H 2.23905 -4.52454 1.14428 0.0490 0.1987 0.0236
C 3.43236 -2.94581 0.38957 -0.2214 -0.0059 0.0044
O 4.38274 -3.69733 0.27446 0.1311 -0.3910 0.0454
N 3.52104 -1.62862 0.10894 0.2117 0.2514 -0.1202
C 4.79315 -1.09145 -0.33014 0.4132 -0.1163 0.1305
C 5.31576 -0.06801 0.68555 0.2792 -0.3103 -0.4020
N 4.32937 0.97056 0.86571 -0.0567 0.0099 0.2062
C 4.36424 2.24219 0.38855 -0.1569 -0.2659 0.2944
O 3.35749 2.93497 0.34900 0.1041 0.2068 -0.1834
C 5.64166 2.83206 -0.05046 -0.1744 1.1713 -0.6347
C 5.77481 4.02760 -0.71332 -0.2570 -0.7623 0.3719
C 7.15845 4.24379 -0.87680 0.3612 -0.3805 0.2082
C 7.77222 3.17575 -0.29622 0.1660 0.6719 -0.3894
O 6.87087 2.31833 0.20256 -0.0347 -0.3238 0.2666
H 8.80661 2.91908 -0.17672 0.0975 -0.1229 0.0651
H 7.63084 5.07745 -1.35359 0.1699 0.1418 -0.0825
H 4.96901 4.65518 -1.03219 -0.2196 0.0775 -0.0098
C 3.05781 0.43763 1.31071 -0.4673 0.0955 -0.1158
C 2.52501 -0.60149 0.31709 -0.1807 0.2205 0.2862
H 1.59363 -1.00754 0.70667 0.1285 0.0176 -0.0811
H 2.32546 -0.10864 -0.64241 -0.0518 -0.0151 0.0610
H 3.19816 -0.02942 2.29074 -0.0182 -0.0102 -0.0253
H 2.35257 1.26500 1.39606 0.0785 -0.1511 0.0518
H 5.47724 -0.56609 1.64832 0.0392 0.0152 -0.0701
H 6.26077 0.34141 0.34179 -0.1261 -0.1106 0.0803
H 5.49222 -1.92289 -0.43145 -0.0761 0.1532 -0.0366
H 4.65632 -0.60503 -1.30300 0.0364 0.0042 0.0366
H 1.61814 -2.91646 1.63258 0.0521 -0.0170 0.0342
H -2.47385 -3.95127 -1.57836 -0.0042 0.0555 -0.0664
H -2.70036 -2.29222 -2.19267 0.0821 -0.0641 -0.0157
H -1.11622 -3.09499 -2.32656 -0.1086 0.0502 -0.0428

(4)
52
Properties=species:S:1:pos:R:3:forces:R:3 method="wB97M-V/def2-TZVPD" total_charge=+3 e_lumo_ha="-0.4663 / -0.4662"
Pb 7.37314 10.31212 9.94374 -0.1423 0.5799 -0.0540
C 8.96911 12.03121 6.93338 -0.2515 0.1231 0.5545
C 9.47968 13.07130 7.93867 0.2032 -1.1741 0.3601
S 8.49554 13.17857 9.49791 0.8700 -1.4455 0.3345
C 7.04706 14.07684 9.03524 -0.9997 0.2560 -1.1459
C 5.85187 13.84037 9.98728 1.0235 0.7845 0.3903
S 5.02408 12.24432 9.93125 0.6701 -0.7128 -0.6103
C 4.59252 12.12290 8.14252 -1.6474 0.6476 0.8969
C 4.31842 10.72627 7.66355 -0.4231 -1.4981 0.1632
S 5.70480 9.48384 7.73845 -0.1965 0.6912 -0.1378
C 6.62650 9.81534 6.18359 0.4777 -0.4988 0.0908
C 8.09743 9.43868 6.30659 -0.3460 -0.9529 0.8661
S 9.09627 10.28712 7.53973 -0.1064 0.8278 0.4446
H 9.49580 12.08549 5.97696 0.0718 0.0557 0.1857
H 7.93481 12.29488 6.79529 -0.5972 -0.3200 -0.4993
H 9.43721 14.07067 7.51781 0.2895 0.0753 -0.1596
H 10.49719 12.77361 8.23372 -0.2280 0.6445 0.1658
H 6.79735 13.88947 7.95664 0.2128 0.3263 0.9942
H 7.30140 15.13279 9.15973 -0.0436 -0.0051 -0.2095
H 5.15610 14.69501 9.82582 0.1223 -0.8423 0.2561
H 6.27980 13.90547 11.01831 -0.7143 0.0626 -0.5301
H 5.28059 12.68116 7.53990 0.4433 0.1138 -0.2777
H 3.60156 12.65395 8.11509 0.8374 -0.3343 -0.2360
H 3.96645 10.69861 6.62544 0.2622 0.2481 0.0793
H 3.48254 10.23547 8.21411 0.6821 0.3793 -0.0778
H 6.54525 10.83902 5.85375 -0.4090 0.3416 0.0609
H 6.23898 9.14619 5.40289 -0.2888 0.2613 0.2747
H 8.58682 9.60906 5.37216 0.2949 -0.0129 -0.7665
H 8.18998 8.35808 6.55088 0.1067 0.6059 -0.2058
S 8.32318 9.20000 14.89606 -0.3422 0.3512 -0.4578
C 7.51032 10.70138 15.18155 -0.2697 0.2851 0.3312
C 7.49370 11.43812 16.37020 0.3085 0.1444 0.4671
C 6.80644 12.64556 16.39707 -0.6270 -0.9616 -0.4648
C 6.05754 13.06913 15.30064 -0.1947 -0.6163 -2.2498
C 6.07254 12.33140 14.09195 0.2029 -0.3758 0.3604
C 6.78150 11.09757 14.02846 -0.2343 1.2133 1.0298
N 6.81718 10.20568 12.97688 1.7198 -0.4726 0.1146
C 7.66239 9.22463 13.30880 -0.7543 0.1709 -0.8771
C 7.98562 8.14663 12.34782 -0.7414 -0.1215 2.5414
C 8.01228 6.80388 12.90628 0.5990 0.7240 0.6476
C 8.10776 5.67866 12.12544 -0.2861 1.5741 -0.2527
C 8.30956 5.88813 10.77985 0.0337 -0.0852 -1.2842
C 8.25601 7.15414 10.19428 -0.4701 0.5422 -0.4940
C 8.05694 8.25047 11.01041 0.3316 -1.2664 -0.8798
H 7.97226 11.09361 17.30602 -0.1582 0.0924 -0.8450
H 6.68124 13.18106 17.30513 0.2819 0.3825 0.6919
H 5.41448 13.94643 15.33283 0.3597 -0.0594 0.1852
H 5.55128 12.62201 13.16666 -0.0540 0.1117 0.7489
H 7.98551 6.67376 14.00743 -0.3916 0.4039 -0.8257
H 7.89686 4.73287 12.55165 0.3989 -0.9468 0.2793
H 8.54549 5.10476 10.07271 -0.1229 -0.3330 0.1940
H 8.35506 7.22617 9.12432 0.2369 0.0150 -0.1680